Entry 1:
Computed, not measured: a structure of composition C30H21BrCoF9N5O5 at a distorted geometry, with the ωB97M-V functional and the def2-TZVPD basis.

Element x y z (Å)
Co -0.0028 -0.1556 -0.3590
O -2.9010 4.9419 3.2554
C -2.2838 3.8436 3.8823
C -1.9512 2.7838 2.8737
C -1.6227 1.4926 3.2745
C -1.3392 0.5426 2.3150
N -1.3666 0.7886 1.0106
C -1.7012 2.0240 0.6129
C -1.9877 3.0430 1.5149
C -1.6815 2.2670 -0.8322
C -2.4704 3.2499 -1.4308
C -2.3561 3.4803 -2.7934
C -3.0975 4.5998 -3.4823
O -4.0966 5.2014 -2.7073
C -1.4763 2.6714 -3.5091
C -0.7488 1.7036 -2.8393
N -0.8258 1.5156 -1.5312
H -3.0680 5.6203 3.9161
H -2.9516 3.3929 4.6328
H -1.3587 4.1563 4.3898
H -1.5769 1.2294 4.3190
H -1.0955 -0.4663 2.6097
H -2.2111 4.0418 1.1797
H -3.1520 3.8334 -0.8305
H -3.5001 4.2406 -4.4404
H -2.3787 5.3986 -3.7000
H -4.8191 4.5770 -2.5764
H -1.3616 2.7948 -4.5744
H -0.0515 1.0734 -3.3721
N -0.0450 -2.5399 1.4989
C 0.3337 -1.6461 0.8584
H -0.4994 -3.3308 1.9078
Br 5.7323 3.8276 -3.8915
C 4.6268 3.3063 -2.4234
C 5.2182 2.9354 -1.2276
C 4.4109 2.5562 -0.1685
C 3.0312 2.5341 -0.3208
C 2.4589 2.9093 -1.5277
C 3.2525 3.3100 -2.5855
C 2.1110 2.0688 0.8099
O 2.2386 2.5304 1.9285
O 1.2704 1.1993 0.4329
H 6.2919 2.9460 -1.1269
H 4.8469 2.2841 0.7806
H 1.3853 2.8996 -1.6243
H 2.8101 3.6173 -3.5207
N 6.2100 -0.9124 0.0511
C 5.3037 -0.7965 -0.6392
C 4.1699 -0.6857 -1.4770
C 4.2854 -0.5436 -2.8600
C 3.1202 -0.5384 -3.6037
C 1.8997 -0.6476 -2.9493
N 1.7892 -0.7229 -1.6277
C 2.8987 -0.7564 -0.9062
H 5.2584 -0.4721 -3.3221
H 3.1517 -0.4493 -4.6773
H 0.9762 -0.7037 -3.5094
H 2.7887 -0.8338 0.1665
F -3.2458 -1.9229 -0.3427
C -2.6452 -2.9203 -0.9900
F -2.0037 -3.6415 -0.0539
F -3.6042 -3.7144 -1.4718
C -1.6652 -2.3439 -2.0733
O -1.1864 -1.1665 -1.7283
C -0.5437 -3.4079 -2.3287
F 0.1358 -3.1375 -3.4473
F 0.3532 -3.4155 -1.3376
F -0.9959 -4.6601 -2.4447
C -2.4715 -2.2022 -3.4076
F -3.6115 -1.5343 -3.2212
F -1.7644 -1.5057 -4.3017
F -2.7936 -3.3689 -3.9758

Values from the calculation:
- ⟨S²⟩: 3.762
- Spin multiplicity: 4
- Charge: 0
- E_LUMO (alpha / beta): -0.0160 / -0.0178 Eh

Results of the Löwdin charge analysis, in e, for atoms 1 through 5:
1. Co 0.63
2. O -0.05
3. C -0.21
4. C -0.16
5. C 0.01


Entry 2:
Computed, not measured: a structure of composition C6H4O at a distorted geometry, with the ωB97M-V functional and the def2-TZVPD basis.

Element x y z (Å)
C 3.3290 -0.6381 -0.0209
C 2.0810 -0.6232 0.1523
C 0.7465 -0.3642 0.1001
C 0.0526 0.9033 0.2609
C -1.3840 0.5910 0.1750
C -1.4390 -0.6771 -0.2442
O -0.1908 -1.2390 -0.3695
H 0.7304 0.7494 -0.7986
H 0.4302 1.7604 0.8141
H -2.2290 1.2234 0.4352
H -2.2574 -1.3208 -0.5339

Values from the calculation:
- Charge: 0
- E_LUMO: -0.0060 Eh

Results of the Löwdin charge analysis, in e, for atoms 1 through 5:
1. C 0.02
2. C -0.23
3. C -0.35
4. C -0.03
5. C -0.03


ΔE to the lowest compared entry with this formula, charge and spin: 21.8 108.7 (kcal/mol)